Record 1
This record from OMol25 describes a 3-piece molecular cluster, C2H10NO2S overall. The level of theory is ωB97M-V with the def2-TZVPD basis set.

```
! RIJCOSX wB97M-V def2-TZVPD def2/J DEFGRID3
* xyz -1 1
C 0.0713 -0.6139 -0.7883
C 0.2841 -2.1243 -0.7718
S 0.6028 -2.7637 0.9018
N 1.2078 0.1501 -0.2837
H -0.7846 -0.3481 -0.1662
H -0.1915 -0.2891 -1.8067
H 1.1452 -2.3251 -1.4209
H -0.5896 -2.5948 -1.2273
H 2.0829 -0.1773 -0.6899
H 1.3023 -0.1845 0.6706
H 0.1300 3.3445 -0.5692
H 0.9089 1.9864 -0.5155
O 1.0102 2.9697 -0.4547
H -3.0134 1.4164 2.1462
H -1.7578 0.5529 2.2085
O -2.4085 1.0006 2.7670
*
```

The value obtained for the LUMO energy is 3.338 eV. The calculated total energy is -18657.799 eV.

In the Mulliken picture, each atom carries the following charge in e: atom 1 (C): -0.542, atom 2 (C): -0.679, atom 3 (S): -0.655, atom 4 (N): -0.638, atom 5 (H): 0.115, atom 6 (H): 0.341, atom 7 (H): 0.232, atom 8 (H): 0.279, atom 9 (H): 0.195, atom 10 (H): 0.260, atom 11 (H): 0.301, atom 12 (H): 0.516, atom 13 (O): -0.721, atom 14 (H): 0.302, atom 15 (H): 0.362, atom 16 (O): -0.668

---

Record 2
This record from OMol25 describes a 3-piece molecular cluster, C2H10NO3 overall at a distorted geometry. The level of theory is ωB97M-V with the def2-TZVPD basis set.

```
! RIJCOSX wB97M-V def2-TZVPD def2/J DEFGRID3
* xyz -1 1
C -0.4248 -1.2395 -0.3149
O 0.8106 -0.8570 0.1239
C -1.5382 -0.3772 0.2511
N -1.9625 0.8050 -0.4616
H -0.5667 -1.2574 -1.4622
H -0.5705 -2.3215 -0.1200
H -2.3746 -0.9459 0.4694
H -1.1048 0.1284 1.2559
H -1.1550 1.3917 -0.8306
H -2.5739 0.7169 -1.2594
H 2.0262 1.1207 1.2354
H 1.6508 -0.2667 1.6242
O 2.2089 0.4876 1.9845
H 2.6710 1.1620 -0.8331
H 1.1618 0.2725 -0.5736
O 1.7416 1.1803 -1.0890
*
```

The value obtained for the LUMO energy is 4.298 eV. The calculated total energy is -9868.902 eV.

In the Mulliken picture, each atom carries the following charge in e: atom 1 (C): -0.513, atom 2 (O): -0.843, atom 3 (C): -0.383, atom 4 (N): -0.615, atom 5 (H): 0.210, atom 6 (H): 0.276, atom 7 (H): 0.445, atom 8 (H): 0.162, atom 9 (H): 0.247, atom 10 (H): 0.201, atom 11 (H): 0.307, atom 12 (H): 0.452, atom 13 (O): -0.720, atom 14 (H): 0.229, atom 15 (H): 0.400, atom 16 (O): -0.857

---

ΔE to the lowest compared entry with this formula, charge and spin
In order: 16.3; 83.8
Unit: kJ/mol
HOMO
In order: -2.77; -4.31
Unit: eV